DFT (the ωB97M-V functional and the def2-TZVPD basis) results for C5H6BBrClF2NO8PPr as an isolated structure.

Geometry as XYZ:
```
27
Properties=species:S:1:pos:R:3:forces:R:3:lowdin_charge:R:1
O 1.848382 0.818647 2.095607 -0.11 0.40 -0.49 0.24
C 2.388178 1.279749 1.150866 -0.09 -1.25 1.81 -0.52
F 3.233822 2.257988 1.226373 0.72 0.97 -0.33 0.24
N 2.207978 0.896494 -0.215924 -1.11 3.09 0.31 0.22
C 1.437570 1.948273 -0.810530 4.88 -4.95 -2.21 -0.32
O 0.649631 2.631021 -0.200615 2.73 1.97 -1.29 -0.10
F 1.578847 2.075714 -2.071106 -0.58 0.20 0.60 0.36
C 1.360759 -0.267693 -0.367013 -0.33 -2.18 -2.38 -0.29
O 0.111495 -0.077245 0.138209 1.03 2.38 0.48 -0.04
B -0.534994 -1.346180 0.137575 0.52 -2.87 0.69 -1.28
Br -1.066793 -2.185966 -1.653472 -0.77 0.91 -1.07 0.77
C -1.837358 -1.145363 1.041625 0.28 -0.34 -0.79 -0.10
P -2.667597 0.263706 0.412887 -1.77 -2.90 1.60 0.51
O -3.068250 1.149995 1.523729 1.44 3.13 0.14 -0.24
O -3.920198 -0.083470 -0.464891 0.93 0.77 -0.38 -0.03
O -1.653512 1.180902 -0.594354 -0.79 1.61 -0.78 -0.28
O 0.529516 -2.269312 0.511923 1.14 1.75 0.18 -0.03
C 1.806902 -1.719599 0.018555 -2.46 -2.18 1.98 -0.83
O 2.210356 -2.519885 -0.988311 0.71 0.75 -0.77 0.05
Cl 2.920585 -1.937293 1.341694 0.70 0.55 0.35 0.87
H 1.220145 -0.336568 -1.449877 0.31 -0.17 -0.42 0.15
H -2.503924 -1.994611 0.996870 -0.36 -0.20 -0.31 0.12
H -1.564227 -1.030533 2.076718 0.09 0.56 0.46 0.12
H -3.695679 -0.125728 -1.401683 -0.46 -0.78 -0.54 0.10
H -2.135708 1.574939 -1.336447 -0.41 -0.48 -0.64 0.13
H 2.140156 -2.046177 -1.820423 0.01 -0.34 -0.50 0.11
Pr -0.996083 3.008196 0.702014 -6.24 -0.43 4.30 2.07
```
Positions in Å, forces in eV/Å.

Summary:
- LUMO level (spin up / spin down): -11.84 / -10.65 eV
- Frontier orbital gap (spin up / spin down): 2.851 / 4.051 eV
- E_HOMO (spin up / spin down): -14.6894 / -14.6992 eV
- Net charge: +2
- Energy: -135170.122 eV
- Multiplicity: 3